Here is a cluster of 2 separate species, C13H26BClO7S in total in a non-equilibrium geometry from OMol25. Energies are from ωB97M-V with the def2-TZVPD basis set.

HOMO-LUMO gap, hartree: 0.35233
SMILES string: CCCOB(CCCCOC=O)CC(=O)Cl.CCOS(C)(=O)=O
Net charge: 0
Lowest unoccupied orbital energy, eV: -0.0704
Molar mass, g mol⁻¹: 372.7
Calculated total energy, eV: -52262.59743

Last column: Löwdin charge in e.
CARTESIAN COORDINATES (ANGSTROEM)
C  -2.583  -0.203  5.164  -0.1503
C  -3.124  1.214  4.472  -0.1827
C  -2.621  1.154  2.880  -0.1871
O  -3.777  1.217  1.927  -0.0905
B  -3.227  0.511  0.717  -0.3249
C  -1.917  1.215  -0.058  -0.1192
C  -0.539  0.395  0.285  -0.2004
C  0.840  1.125  -0.283  -0.1397
C  1.493  2.130  0.882  -0.1802
O  1.598  3.467  0.276  -0.1519
C  1.738  4.529  1.286  -0.1241
O  0.795  4.762  2.238  -0.0693
C  -3.973  -0.867  0.219  -0.0634
C  -3.150  -2.253  0.527  -0.5587
O  -2.428  -2.432  1.656  -0.0886
Cl  -3.251  -3.676  -0.713  0.5130
H  -2.481  -0.142  6.328  0.0707
H  -1.501  -0.490  4.750  0.0831
H  -3.292  -1.080  4.794  0.0883
H  -4.285  1.354  4.554  0.1148
H  -2.584  2.095  5.068  0.1130
H  -2.144  0.083  2.705  0.0998
H  -1.861  2.034  2.641  0.1368
H  -1.900  2.350  0.288  0.1266
H  -2.154  1.199  -1.228  0.1251
H  -0.365  0.282  1.460  0.1108
H  -0.621  -0.713  -0.140  0.1228
H  0.686  1.685  -1.305  0.1294
H  1.646  0.253  -0.404  0.0939
H  2.581  1.756  1.198  0.1401
H  0.806  2.110  1.846  0.1240
H  2.709  5.215  1.192  0.1655
H  -5.062  -1.019  0.660  0.1426
H  -4.109  -0.785  -0.953  0.1213
O  1.129  -2.371  -3.599  -0.2833
S  2.389  -2.256  -2.897  0.6245
O  2.674  -1.151  -2.005  -0.3009
O  3.609  -2.390  -3.969  -0.2656
C  3.633  -1.514  -5.087  -0.2763
C  4.089  -0.121  -4.691  -0.0771
C  2.691  -3.770  -2.020  -0.1196
H  2.654  -1.485  -5.579  0.1172
H  4.344  -1.930  -5.807  0.1239
H  3.358  0.362  -4.036  0.0694
H  4.219  0.510  -5.574  0.0813
H  5.035  -0.166  -4.141  0.0861
H  2.522  -4.611  -2.695  0.0756
H  1.995  -3.816  -1.180  0.0784
H  3.719  -3.765  -1.651  0.0758

***

Here is a cluster of 2 separate species, C13H26BN5O4 in total in a non-equilibrium geometry from OMol25. Energies are from ωB97M-V with the def2-TZVPD basis set.

HOMO-LUMO gap, hartree: 0.12021
Net charge: 0
Lowest unoccupied orbital energy, eV: -1.0373
Molar mass, g mol⁻¹: 327.2
Calculated total energy, eV: -30216.11107

Last column: Löwdin charge in e.
CARTESIAN COORDINATES (ANGSTROEM)
C  0.275  -4.265  3.324  -0.1030
C  -0.429  -4.003  1.966  -0.1578
B  -1.098  -2.573  1.863  -0.4157
O  -1.364  -1.887  3.023  0.1717
C  -1.536  -1.852  0.494  -0.0399
C  -2.841  -1.846  0.103  0.0233
N  -2.912  -1.114  -1.096  0.1827
C  -1.679  -0.724  -1.366  -0.2352
C  -1.266  0.138  -2.547  -0.0829
C  -1.371  1.680  -2.278  -0.1615
C  -1.248  2.098  -0.780  -0.1732
C  -0.502  3.484  -0.568  -0.2037
N  0.389  3.370  0.589  -0.0070
C  1.759  3.424  0.247  -0.5293
N  2.389  4.457  0.607  0.1674
N  2.472  2.361  -0.443  0.0902
N  -0.784  -1.130  -0.459  0.0468
C  0.646  -0.873  -0.402  -0.0941
C  1.496  -2.191  -0.354  -0.0447
C  2.879  -2.016  -1.030  -0.4877
O  3.315  -2.891  -1.728  0.1343
O  3.649  -0.898  -0.828  0.1051
H  0.646  -5.303  3.364  0.0779
H  1.144  -3.591  3.437  0.0789
H  -0.387  -4.077  4.186  0.0806
H  0.226  -4.141  1.088  0.0831
H  -1.260  -4.737  1.843  0.1218
H  -1.969  -1.150  2.851  0.1179
H  -3.710  -2.276  0.600  0.1470
H  -3.700  -0.867  -1.677  0.1875
H  -1.980  -0.093  -3.365  0.1232
H  -0.286  -0.180  -2.946  0.1193
H  -2.381  1.982  -2.616  0.1132
H  -0.655  2.224  -2.916  0.1125
H  -0.714  1.375  -0.142  0.0714
H  -2.275  2.210  -0.376  0.1101
H  -1.272  4.258  -0.392  0.1039
H  0.014  3.774  -1.501  0.1180
H  0.162  4.057  1.308  0.1100
H  3.366  4.392  0.311  0.0577
H  2.637  1.606  0.217  0.0485
H  1.956  2.002  -1.244  0.0570
H  0.928  -0.184  0.416  0.1384
H  0.963  -0.356  -1.324  0.1222
H  0.971  -3.013  -0.868  0.1357
H  1.685  -2.520  0.685  0.1241
H  3.479  -0.575  0.072  0.1099
O  -0.280  6.523  0.374  -0.6157
H  0.452  5.912  0.277  -0.2400